Record 1
An isolated molecule of C6H12O, computed with ωB97M-V/def2-TZVPD.

Geometry as XYZ:
```
19
Properties=species:S:1:pos:R:3:forces:R:3:lowdin_charge:R:1
C -1.519213 0.436656 -1.303910 0.0 0.1 0.0 -0.087
C -1.094125 -0.553074 -0.215229 0.0 -0.1 0.0 -0.191
C 0.167765 -0.109975 0.509000 -0.1 0.0 0.0 -0.447
C -0.028128 1.020727 1.501753 0.0 0.1 0.0 -0.038
C 1.238444 -1.120442 0.856930 0.0 -0.1 0.1 -0.035
C 1.464812 -0.158627 -0.261138 0.1 0.2 0.2 -0.317
O 1.496587 -0.746144 -1.531736 0.0 0.2 -0.2 -0.013
H -0.814396 0.417541 -2.142507 -0.1 0.0 0.1 0.061
H -1.555630 1.464601 -0.926021 0.0 -0.2 0.0 0.071
H -2.507086 0.194011 -1.708303 0.1 0.0 0.1 0.073
H -0.943569 -1.540545 -0.663618 0.0 0.1 0.1 0.113
H -1.904484 -0.659447 0.518988 0.1 0.0 -0.1 0.113
H -0.325799 1.957744 1.016728 0.0 -0.1 0.0 0.076
H -0.808694 0.754830 2.225662 0.1 0.0 -0.1 0.086
H 0.887870 1.215519 2.070139 -0.1 0.0 -0.1 0.082
H 1.094059 -2.155568 0.560367 0.0 0.2 0.0 0.115
H 1.796514 -0.980014 1.779250 -0.1 0.0 -0.1 0.105
H 2.175763 0.657595 -0.116317 -0.1 -0.2 0.0 0.148
H 1.179312 -0.095388 -2.170039 0.1 -0.1 0.1 0.084
```
Forces are in eV/Å.

net charge = 0
total energy = -311.01836 hartree

Record 2
An isolated molecule of C2H4NP, computed with ωB97M-V/def2-TZVPD.

Geometry as XYZ:
```
8
Properties=species:S:1:pos:R:3:forces:R:3:lowdin_charge:R:1
C -0.561086 -0.889648 1.152542 -0.9 1.8 0.8 -0.093
C -1.158379 0.240864 0.975460 0.3 0.0 0.6 -0.138
N -0.400168 -0.211734 -0.189206 0.1 -1.5 -1.0 -0.421
P 1.119113 0.579972 -0.582659 -0.1 0.5 -0.2 0.726
H -0.245018 -1.613651 1.880820 0.2 -0.3 -0.5 0.085
H -1.715280 1.148657 1.232007 0.3 -0.8 -0.1 0.103
H 0.401804 1.302052 -1.537197 -0.1 1.3 0.1 -0.124
H 1.434521 -0.070166 -1.796741 0.3 -1.0 0.3 -0.138
```
Forces are in eV/Å.

net charge = 0
total energy = -474.53875 hartree

Energy relative to the best compared isomer or geometry (same formula, charge and spin)? In order: 107.4; 354.3 kJ/mol.
Highest occupied orbital energy? In order: -9.4; -7.7 eV.